163
Properties=species:S:1:pos:R:3 method="wB97M-V/def2-TZVPD" lumo_energy_ev=0.48 homo_lumo_gap_ev=9.352 fmax_ha_per_bohr=0.049 de_lowest_ev=0.625 e_homo_ev=-8.88
C 1.6432 2.8995 -4.9837
C 0.9529 3.7512 -6.0371
C -0.4451 4.1671 -5.6042
O -1.2822 3.0413 -5.4970
C -2.6271 3.3783 -5.2452
N 1.7403 4.9914 -6.2088
H 1.0359 2.0479 -4.6751
H 1.9831 3.5065 -4.1443
H 2.5411 2.4289 -5.4012
H 0.9298 3.2516 -7.0095
H -0.8719 4.8170 -6.3855
H -0.4280 4.7300 -4.6619
H -3.2324 2.4788 -5.1572
H -3.0191 3.9544 -6.0922
H -2.7102 3.9744 -4.3305
H 2.7310 4.7638 -6.1683
H 1.6558 5.3296 -7.1644
C -1.3579 -0.7121 0.8937
C -0.0251 -0.8926 0.1425
C 0.3612 0.3245 -0.6886
O -0.6149 0.6208 -1.6516
C -0.6648 1.9848 -2.0263
N 1.0069 -1.1899 1.1527
H -1.2509 0.0769 1.6434
H -1.6257 -1.6417 1.3923
H -2.1099 -0.4129 0.1623
H -0.1942 -1.7145 -0.5632
H 1.3414 0.1321 -1.1470
H 0.5165 1.1726 -0.0043
H 0.1530 2.1979 -2.7197
H -0.6299 2.6488 -1.1574
H -1.6254 2.1468 -2.5140
H 1.9122 -1.0485 0.6708
H 0.9561 -0.3683 1.7613
C -3.3538 -5.1746 1.4935
C -4.7484 -4.6065 1.7790
C -4.7127 -3.0894 1.8076
O -6.0209 -2.5891 2.0121
C -6.0570 -1.1973 1.8016
N -5.6558 -5.1683 0.7671
H -3.4228 -6.2587 1.4122
H -2.6381 -4.9611 2.2921
H -2.8854 -4.7959 0.5825
H -5.1442 -4.9334 2.7437
H -4.3468 -2.7083 0.8428
H -4.0278 -2.7476 2.5935
H -6.9622 -0.7322 2.1859
H -6.0369 -0.9818 0.7231
H -5.1798 -0.7023 2.2314
H -6.4628 -4.5358 0.7727
H -5.3158 -5.0142 -0.1820
C 2.0833 -2.9782 -4.4286
C 0.8546 -2.3573 -3.7059
C 0.3962 -1.0861 -4.3903
O -0.1118 -1.3561 -5.6830
C -0.6147 -0.2090 -6.3028
N -0.1893 -3.3661 -3.6560
H 2.4681 -3.7691 -3.7779
H 2.9222 -2.2880 -4.5715
H 1.8304 -3.4362 -5.3824
H 1.1460 -2.0274 -2.7058
H 1.2866 -0.4585 -4.5259
H -0.3950 -0.6150 -3.7987
H 0.0876 0.6219 -6.3396
H -1.5424 0.1054 -5.7957
H -1.0652 -0.4534 -7.2668
H -0.5380 -3.5368 -4.5910
H 0.1069 -4.2494 -3.2696
C 3.0034 2.9259 -0.3887
C 4.2568 3.7034 -0.0210
C 4.0700 4.4585 1.3099
O 5.1571 5.3062 1.6045
C 5.1436 6.4931 0.8286
N 5.2875 2.6531 0.2153
H 2.9953 2.5586 -1.4142
H 2.1033 3.5577 -0.3271
H 2.7510 2.1268 0.3099
H 4.5900 4.3346 -0.8404
H 3.9334 3.7433 2.1226
H 3.0974 4.9792 1.3173
H 4.2190 7.0613 0.9493
H 5.3131 6.2558 -0.2244
H 5.9921 7.0872 1.1635
H 4.9475 1.9763 0.8986
H 6.0780 3.1014 0.6761
C -4.3164 1.3851 -1.2592
C -4.9540 1.9829 -2.4991
C -5.1529 0.9731 -3.6070
O -5.7385 1.6165 -4.7231
C -6.2335 0.6958 -5.6755
N -6.1863 2.6862 -2.1350
H -4.8689 0.5499 -0.8055
H -4.2247 2.1025 -0.4448
H -3.3401 0.9214 -1.4300
H -4.2344 2.7420 -2.8288
H -5.8421 0.1648 -3.3228
H -4.1730 0.5279 -3.8320
H -7.1081 0.2053 -5.2337
H -5.5173 -0.0992 -5.9071
H -6.4788 1.2222 -6.5917
H -6.6164 3.0150 -2.9990
H -6.8676 1.9827 -1.8419
C -2.6224 -0.6084 4.9078
C -1.6237 -0.5223 6.0516
C -1.7241 -1.8398 6.8413
O -0.6802 -1.9991 7.7633
C -0.8589 -3.1016 8.6161
N -0.2925 -0.4184 5.4412
H -2.5197 -1.5554 4.3753
H -2.3822 0.1672 4.1784
H -3.6568 -0.4783 5.2311
H -1.7632 0.3322 6.7139
H -1.7054 -2.6922 6.1449
H -2.7274 -1.9008 7.2930
H -1.7239 -2.9710 9.2763
H 0.0050 -3.2188 9.2686
H -0.9624 -3.9953 7.9875
H 0.4209 -0.4440 6.1650
H -0.1347 -1.2648 4.8859
C 3.6049 -2.8513 -1.0260
C 4.1471 -2.1726 0.2291
C 5.6369 -2.4295 0.4470
O 5.9422 -3.8042 0.5243
C 5.8855 -4.3222 1.8345
N 3.7877 -0.7576 0.1840
H 3.9391 -2.4140 -1.9645
H 2.5199 -2.7574 -0.9235
H 3.8305 -3.9159 -0.9654
H 3.6930 -2.6507 1.1048
H 6.0312 -1.8744 1.3082
H 6.2086 -2.0313 -0.4012
H 4.9099 -4.1487 2.3015
H 6.6698 -3.9102 2.4751
H 6.0073 -5.4019 1.7687
H 4.0713 -0.2399 1.0142
H 4.3595 -0.3298 -0.5463
C 1.6100 -4.3914 3.0339
C 0.2131 -3.9554 3.4598
O 0.1043 -2.5398 3.4213
H 1.8220 -3.9727 2.0501
H 1.6386 -5.4758 2.8938
H 2.3569 -4.0999 3.7710
H -0.1320 -4.3242 4.4270
H -0.5289 -4.3504 2.7510
H 0.4653 -2.1999 2.5691
C -0.1073 4.7091 1.8272
C 0.0468 3.8280 3.0539
O 0.1662 2.4784 2.6714
H -0.4062 5.7327 2.0532
H -0.8442 4.3066 1.1294
H 0.8394 4.7875 1.2878
H -0.7939 4.0172 3.7354
H 0.8999 4.2166 3.6299
H 0.2944 1.9751 3.4859
C 3.3633 -0.6504 3.7867
C 3.4056 0.7563 3.1854
O 4.7001 0.9590 2.5955
H 2.3510 -0.8596 4.1506
H 4.0681 -0.7553 4.6088
H 3.5068 -1.3801 2.9893
H 3.1272 1.5027 3.9342
H 2.6551 0.8230 2.3956
H 5.3011 1.2080 3.3057

***

164
Properties=species:S:1:pos:R:3 method="wB97M-V/def2-TZVPD" lumo_energy_ev=0.46 homo_lumo_gap_ev=9.100 fmax_ha_per_bohr=0.084 de_lowest_ev=6.084 e_homo_ev=-8.64
C -18.8835 -26.3277 8.3051
C -19.1721 -25.3381 9.4128
O -19.2942 -24.0138 8.8202
H -17.8305 -26.2049 8.0518
H -19.3847 -26.1351 7.3565
H -19.0794 -27.3291 8.6884
H -18.2995 -25.3845 10.0643
H -20.1145 -25.2771 9.9573
H -19.3216 -23.5216 9.6440
C -19.5272 -31.9107 9.1479
C -20.0722 -30.7712 8.3131
O -19.1215 -30.1093 7.5200
H -19.0838 -32.7115 8.5562
H -20.3932 -32.3690 9.6255
H -18.9648 -31.4484 9.9592
H -20.6856 -30.0484 8.8510
H -20.8196 -31.0469 7.5691
H -19.5186 -29.5366 6.8598
C -19.2759 -27.3897 14.1512
C -18.8897 -26.9468 12.7473
O -17.7365 -26.1014 12.7302
H -20.3348 -27.6379 14.2226
H -18.8334 -26.7280 14.8958
H -18.7162 -28.2866 14.4167
H -19.7794 -26.4557 12.3532
H -18.7710 -27.6456 11.9192
H -17.9725 -25.2080 12.9904
C -15.3564 -23.1655 10.4378
C -14.4360 -23.4888 9.2673
O -13.7312 -24.6355 9.7507
H -14.7672 -23.3855 11.3280
H -16.2626 -23.7707 10.4640
H -15.6022 -22.1039 10.4654
H -13.6520 -22.7852 8.9874
H -15.0778 -23.6732 8.4058
H -14.4205 -25.2407 10.0339
C -14.6399 -27.9912 7.7451
C -15.5591 -29.0551 8.2374
O -16.6921 -28.4604 8.8938
H -13.9232 -28.3492 7.0059
H -14.1357 -27.4613 8.5532
H -15.0822 -27.1797 7.1672
H -15.0153 -29.5260 9.0563
H -15.8358 -29.8041 7.4954
H -17.4272 -28.8771 8.4380
C -14.3279 -26.3017 12.6178
C -14.7115 -27.2663 11.5771
C -15.3728 -28.5166 12.0854
O -14.2953 -29.3792 12.7309
C -13.3495 -29.8596 11.9065
N -15.7595 -26.5806 10.7665
H -15.1429 -26.0879 13.3092
H -13.8441 -25.4059 12.2284
H -13.6092 -26.7049 13.3312
H -13.8493 -27.5702 10.9836
H -15.7273 -29.0754 11.2193
H -16.1876 -28.3328 12.7857
H -12.8156 -30.5584 12.5505
H -12.6248 -29.1714 11.4715
H -13.6595 -30.2633 10.9426
H -15.9828 -27.3094 10.1038
H -16.5920 -26.5122 11.3343
C -22.3234 -27.4796 8.6607
C -23.1977 -27.9751 9.7395
C -23.6754 -26.9452 10.8061
O -24.4276 -27.5929 11.8277
C -24.8589 -26.7775 12.9510
N -24.3572 -28.6879 9.1491
H -21.8229 -28.2052 8.0194
H -21.6570 -26.7824 9.1686
H -22.8468 -26.8040 7.9842
H -22.7201 -28.8297 10.2188
H -24.3524 -26.2516 10.3076
H -22.9065 -26.3166 11.2554
H -25.2370 -27.3699 13.7842
H -25.7386 -26.3333 12.4851
H -24.0576 -26.1288 13.3048
H -25.1558 -28.7695 9.7620
H -24.7016 -28.0242 8.4702
C -23.2116 -29.3357 5.3990
C -22.3600 -29.3173 4.1386
C -20.8279 -29.2644 4.3468
O -20.3458 -28.2394 5.1532
C -20.9463 -26.9834 4.7824
N -22.8713 -30.3216 3.2407
H -23.1639 -30.3304 5.8422
H -24.2764 -29.3302 5.1659
H -23.0064 -28.5268 6.1002
H -22.6461 -28.3633 3.6956
H -20.2224 -29.0649 3.4627
H -20.5176 -30.2324 4.7403
H -21.0346 -26.6933 3.7355
H -20.2761 -26.2279 5.1926
H -21.9546 -26.8872 5.1851
H -23.6029 -29.9708 2.6392
H -22.0998 -30.5546 2.6318
C -17.8486 -19.7495 10.6736
C -17.8929 -19.9179 9.0751
C -16.4903 -19.6211 8.4933
O -16.5971 -19.2560 7.0736
C -15.3617 -19.1113 6.4684
N -18.0982 -21.2647 8.7670
H -18.8727 -19.6850 11.0412
H -17.3837 -18.8326 11.0358
H -17.4728 -20.6335 11.1889
H -18.6013 -19.2612 8.5701
H -15.7078 -20.3450 8.7205
H -16.1882 -18.7650 9.0966
H -14.6643 -18.6036 7.1347
H -15.4974 -18.5241 5.5602
H -14.8964 -20.0701 6.2395
H -18.8447 -21.3554 8.0927
H -17.4169 -21.6013 8.1016
C -18.1079 -24.1172 5.3792
C -16.9712 -23.4258 6.0197
C -15.5915 -23.8831 5.4110
O -14.4492 -23.4915 6.2293
C -13.3844 -24.4736 6.1358
N -17.2403 -22.0111 5.7875
H -18.1064 -25.2058 5.4354
H -18.2368 -23.8302 4.3356
H -19.1023 -23.8426 5.7310
H -16.9999 -23.6981 7.0747
H -15.6831 -23.5363 4.3817
H -15.6058 -24.9699 5.3292
H -12.8551 -24.2986 5.1991
H -13.7953 -25.4758 6.2581
H -12.7351 -24.3321 6.9998
H -16.4916 -21.5092 6.2432
H -17.1810 -21.9169 4.7837
C -21.6939 -22.1591 11.2915
C -20.5183 -22.2881 12.2210
C -20.5824 -23.4362 13.2629
O -19.3455 -23.5718 13.8682
C -19.2955 -23.9359 15.2632
N -19.4120 -22.5974 11.3253
H -21.6427 -23.0688 10.6932
H -21.4167 -21.3688 10.5938
H -22.6195 -21.9883 11.8412
H -20.2859 -21.3463 12.7181
H -20.8360 -24.3957 12.8120
H -21.3627 -23.2328 13.9964
H -19.8938 -24.7574 15.6574
H -19.6770 -23.0397 15.7525
H -18.2772 -24.2364 15.5100
H -18.5447 -22.7359 11.8241
H -19.2087 -21.8918 10.6318
C -22.6994 -23.5378 7.2271
C -23.4065 -23.2137 5.8835
C -23.2070 -24.2659 4.7870
O -23.8865 -24.1131 3.4970
C -23.0280 -24.0101 2.3342
N -24.7848 -22.9880 6.1414
H -23.1671 -22.9740 8.0342
H -21.6541 -23.2413 7.1400
H -22.8275 -24.5794 7.5216
H -23.0250 -22.2549 5.5321
H -23.4876 -25.2643 5.1227
H -22.1282 -24.4161 4.7457
H -22.3777 -23.1358 2.3075
H -23.5442 -24.1196 1.3804
H -22.2909 -24.8091 2.2546
H -24.8386 -22.7241 7.1149
H -25.3473 -23.8160 6.2757

***

164
Properties=species:S:1:pos:R:3 method="wB97M-V/def2-TZVPD" lumo_energy_ev=0.59 homo_lumo_gap_ev=9.480 fmax_ha_per_bohr=0.058 de_lowest_ev=5.426 e_homo_ev=-8.90
C -4.6455 -1.8823 -0.7206
C -5.4229 -0.6055 -0.7432
C -6.1301 -0.2163 0.6354
O -7.0181 -1.3053 0.9259
C -8.0545 -1.0328 1.8550
N -4.5898 0.4697 -1.1273
H -3.7851 -1.9338 -0.0535
H -4.1585 -2.0760 -1.6763
H -5.2916 -2.7106 -0.4297
H -6.1938 -0.6615 -1.5118
H -6.8057 0.6248 0.4800
H -5.4065 0.1348 1.3711
H -8.6539 -1.8855 2.1740
H -8.7491 -0.2930 1.4571
H -7.8591 -0.6113 2.8411
H -5.1220 1.3256 -1.1922
H -4.3717 0.2963 -2.0981
C -3.6717 2.0297 2.7799
C -3.4416 0.6523 3.4309
C -1.9441 0.4701 4.0003
O -1.8538 -0.7542 4.7254
C -0.8491 -0.7978 5.7434
N -4.4359 0.4643 4.4358
H -3.6912 2.8605 3.4852
H -4.5091 2.0851 2.0844
H -2.8317 2.2954 2.1380
H -3.6714 -0.0605 2.6389
H -1.9055 1.3031 4.7022
H -1.2494 0.6287 3.1755
H -1.1234 -0.3252 6.6866
H 0.1230 -0.4322 5.4127
H -0.5905 -1.8391 5.9353
H -5.2991 0.1558 4.0119
H -4.1851 -0.3749 4.9388
C 4.8312 -1.8112 6.7695
C 3.4242 -1.7635 6.1924
C 3.4450 -1.4766 4.6005
O 2.0925 -1.4858 4.2776
C 1.7105 -1.1866 2.9534
N 2.8421 -3.0036 6.5366
H 4.7973 -1.6350 7.8446
H 5.5507 -1.1060 6.3534
H 5.4736 -2.6577 6.5269
H 2.8717 -0.9931 6.7302
H 3.9916 -2.2452 4.0540
H 3.9305 -0.5587 4.2690
H 0.8265 -0.5718 2.7845
H 1.5476 -2.1010 2.3830
H 2.5314 -0.7406 2.3918
H 3.4127 -3.7238 6.1172
H 1.9706 -3.0254 6.0268
C 4.2231 -3.7480 0.6880
C 4.0707 -2.2224 0.4229
C 5.3709 -1.4657 0.8828
O 5.1360 -0.0901 0.9959
C 6.0286 0.5040 2.0200
N 3.8622 -2.0008 -0.9749
H 4.5763 -3.9674 1.6956
H 4.7999 -4.2893 -0.0619
H 3.3292 -4.3594 0.8115
H 3.2168 -1.8456 0.9859
H 6.1619 -1.5952 0.1442
H 5.6833 -1.9452 1.8105
H 5.5450 0.2981 2.9749
H 5.9448 1.5747 1.8335
H 7.0018 0.0272 2.1370
H 2.9131 -2.3463 -0.9731
H 3.7452 -0.9987 -1.0231
C 1.1101 3.4397 0.9864
C 2.3996 2.8835 1.6838
C 2.2057 2.7292 3.1949
O 3.5196 2.4566 3.6391
C 3.6262 2.3650 5.0351
N 2.5389 1.5974 1.0893
H 0.1591 2.9285 1.1356
H 1.3540 3.8351 0.0003
H 0.7846 4.3516 1.4871
H 3.3156 3.3304 1.2973
H 1.5109 1.9490 3.5060
H 1.9253 3.6703 3.6679
H 3.2722 1.3671 5.2939
H 3.0404 3.0895 5.6006
H 4.6614 2.3948 5.3753
H 2.9392 1.6758 0.1654
H 3.1983 0.9614 1.5145
C 2.2701 0.0874 -6.7976
C 1.7775 -0.1923 -5.3886
C 0.8765 -1.3835 -5.3448
O -0.1548 -1.3124 -6.3214
C -0.7078 -2.5771 -6.7617
N 2.8949 -0.4196 -4.4969
H 1.4010 0.3210 -7.4127
H 2.8630 -0.6702 -7.3101
H 2.6928 1.0897 -6.7280
H 1.2807 0.7165 -5.0489
H 0.2920 -1.4121 -4.4252
H 1.4542 -2.3003 -5.4621
H 0.1363 -3.1710 -7.1123
H -1.4089 -2.2896 -7.5452
H -1.2384 -3.2033 -6.0444
H 3.0469 -1.3948 -4.2826
H 3.7475 -0.2092 -4.9958
C -2.7464 3.8358 -2.9916
C -2.6688 4.7372 -1.7736
C -3.2156 6.1270 -2.0455
O -2.5607 6.9179 -3.0576
C -1.3269 7.3502 -2.6650
N -3.2616 4.1063 -0.6483
H -2.4382 4.3258 -3.9152
H -3.7916 3.5715 -3.1525
H -2.1303 2.9463 -2.8601
H -1.6389 4.8376 -1.4310
H -3.1841 6.6986 -1.1179
H -4.2545 6.2063 -2.3657
H -1.3183 7.8735 -1.7089
H -0.9719 8.0299 -3.4395
H -0.5676 6.5685 -2.6847
H -3.3544 4.7075 0.1580
H -2.6693 3.3865 -0.2597
C -0.6901 0.4133 -1.4474
C -0.4282 -0.3848 -0.2180
O 0.9151 -0.8512 -0.3475
H 0.0835 1.1810 -1.4293
H -1.6788 0.8526 -1.5802
H -0.4665 -0.2036 -2.3178
H -0.9709 -1.3280 -0.2822
H -0.5783 0.1696 0.7084
H 1.4558 -0.0637 -0.4426
C -1.4291 -3.9362 -2.0002
C -1.2660 -4.0381 -3.4724
O -1.5078 -5.4345 -3.7329
H -2.5001 -4.0228 -1.8170
H -1.2508 -2.8845 -1.7762
H -0.8022 -4.6676 -1.4901
H -0.3127 -3.7071 -3.8843
H -2.0627 -3.4123 -3.8746
H -2.0132 -5.7468 -2.9789
C -4.0075 0.9250 -4.9504
C -2.4697 0.6781 -4.9946
O -1.7488 0.9295 -6.1945
H -4.3826 1.6484 -4.2266
H -4.5387 0.0089 -4.6920
H -4.3157 1.3588 -5.9017
H -2.3562 -0.3781 -4.7503
H -1.8821 1.1090 -4.1839
H -0.9747 0.3783 -6.0581
C 3.2260 2.9226 -2.9416
C 3.9011 1.8065 -2.1834
O 2.9843 0.7300 -2.0168
H 2.3744 3.2029 -2.3217
H 2.8226 2.5130 -3.8677
H 3.7638 3.8550 -3.1136
H 4.3364 2.1973 -1.2637
H 4.7669 1.3964 -2.7033
H 2.9412 0.1370 -2.7706
C 0.7563 -5.2819 2.7278
C -0.5929 -4.7927 2.1771
O -0.3171 -3.9644 1.0405
H 1.5131 -4.5469 3.0019
H 1.1304 -6.0266 2.0252
H 0.5382 -5.9535 3.5581
H -1.2163 -4.2653 2.8992
H -1.0827 -5.6793 1.7745
H 0.1761 -3.2159 1.3842